Entry 1:
182
Properties=species:S:1:pos:R:3:forces:R:3 method="wB97M-V/def2-TZVPD" mol_weight_da=1009.498 total_energy_ha=-3254.037251 lumo_ev=0.5 total_charge=0 orbital_gap_ev=9.75 homo_ev=-9.3 largest_force_ev_per_a=1.53
O -1.78916 -2.88832 5.02586 -0.04 -0.31 0.10
H 0.78678 1.53796 -3.97198 -0.01 0.15 0.15
H 0.43917 1.39640 0.38972 0.12 -0.10 0.00
H -4.29965 -4.33871 -2.06479 0.33 0.21 0.11
C 2.79179 -0.05688 4.49731 0.07 0.60 1.08
H 2.52443 -1.95401 -4.10082 0.26 -0.17 -0.14
O -2.36659 1.32831 4.13228 -0.22 -0.52 -0.57
H 3.55838 5.14571 0.76414 0.00 -0.04 -0.03
H -3.41927 -2.56490 -0.58607 -0.04 -0.19 0.30
H 5.34009 0.14285 -3.14067 0.18 0.17 -0.17
C -5.17346 -3.52883 0.40809 -0.49 -0.01 -0.82
H -0.86455 -3.12326 3.18366 0.04 0.08 -0.19
H -4.76501 4.06322 2.65844 0.24 -0.04 -0.21
H -1.23221 -0.24564 -3.40454 0.09 -0.08 0.18
H 2.48081 -4.31691 -4.16605 0.13 -0.49 0.19
H 6.47786 2.84794 -1.20014 0.39 0.03 -0.06
H 1.08517 -2.60693 5.04362 0.31 -0.05 -0.26
H -0.61484 -2.83714 -2.60199 0.14 0.00 -0.19
H 0.63606 5.00768 -3.23324 -0.11 -0.25 0.03
O 3.18692 3.04844 -4.33157 0.26 0.28 0.14
H -4.04707 4.71311 0.49071 0.09 -0.01 -0.13
C 2.34772 -3.94459 -3.14845 -0.08 0.51 0.16
O -1.44300 4.79275 -2.97495 0.09 -0.61 -0.23
C 2.70359 2.08743 1.80784 -0.38 1.38 0.29
H -5.40138 -2.94048 1.29425 -0.23 -0.05 0.02
C -1.66253 -3.37662 -4.47537 -0.25 -0.17 -0.08
H 1.60346 3.56161 0.62792 0.23 0.44 0.31
H 6.65859 -0.92822 -2.65135 0.34 0.27 -0.27
H 0.82762 -1.48578 6.33748 -0.09 0.05 -0.05
C 4.63960 -3.78821 -2.58192 -0.86 -0.95 -0.18
H -4.28595 -0.17845 -3.94129 0.17 0.19 0.10
H 2.25423 -1.92214 -2.38611 0.42 0.00 0.15
O -4.15953 2.65087 0.49396 0.20 0.21 -0.27
H -3.42408 -4.27731 2.80008 0.34 -0.19 0.24
C -4.60532 2.35864 -2.82567 1.03 -0.29 -0.72
H 0.97549 5.87654 -0.99813 0.03 -0.02 -0.07
C 5.44703 -0.24476 -1.03839 -0.21 0.39 1.00
O -0.87181 -1.14249 0.87196 0.06 -0.44 0.09
C 3.35739 -4.49872 -2.14529 0.54 -0.76 -0.51
H 2.80794 2.73322 -0.28811 -0.17 -0.15 0.05
H -3.85780 2.61843 4.47617 0.04 0.37 0.05
C -1.14842 0.00517 0.07555 0.06 0.07 -0.16
H 4.55417 1.68078 -0.71729 0.05 0.11 0.17
C -4.77547 0.99621 -2.17201 -0.83 0.03 0.13
H -0.36349 1.49318 4.53408 0.19 0.05 -0.17
H -6.92865 2.20681 1.57783 0.09 0.37 -0.38
C -2.94557 -3.72435 4.93177 0.04 -0.59 -0.86
H 3.36292 4.53462 3.08134 0.22 0.12 0.21
H 2.35065 2.54134 -6.16854 0.06 0.12 -0.08
H -3.62713 -3.51117 5.75302 0.00 0.27 -0.01
O -6.39616 -3.95727 -0.23447 -0.30 -0.20 0.51
C -4.81006 3.93704 0.52270 0.17 -0.62 0.79
H -2.69304 -4.78838 4.99397 0.32 0.05 0.25
O 6.95310 1.11304 -2.22692 0.05 -0.13 -0.35
C 0.20453 0.58969 -0.31578 0.21 0.28 0.71
H 1.11873 -1.20472 -1.01346 -0.08 -0.17 0.22
H 1.77141 2.09625 2.38205 -0.12 -0.37 -0.15
H -2.66808 4.27267 3.06145 -0.18 -0.28 -0.07
H 2.17465 -0.23668 -0.01195 0.04 -0.31 0.30
H 2.86130 -2.13612 7.12265 0.21 0.31 0.09
C 3.76065 4.10321 1.01701 0.12 0.69 -0.34
C 5.44891 1.14253 -0.40477 0.68 0.00 0.19
H -4.92265 -1.68752 -0.68967 -0.12 -0.05 0.12
H 5.52718 1.10152 0.68304 -0.36 0.10 0.01
H -2.25438 -4.24946 -4.19670 -0.04 0.00 -0.14
C 2.56580 2.51198 -3.15605 -0.56 -0.10 -1.15
H 4.20243 -4.48677 4.14853 0.41 0.17 -0.05
H -0.75080 4.28551 0.24379 -0.53 0.11 -0.07
H -0.62700 6.59243 -0.93361 -0.24 -0.16 0.03
C -1.03748 1.44443 3.67010 0.09 0.81 -0.53
C -4.80380 1.71103 1.39077 0.30 0.23 -0.48
H -0.94447 -1.45289 3.86795 0.21 -0.11 -0.15
C 6.11045 -0.02570 -2.38240 -0.65 -0.15 0.32
H -4.62808 -4.42282 0.71709 0.29 0.07 -0.09
C 2.93186 -1.83905 6.07579 -0.11 -0.79 -0.28
H 2.72629 1.03126 4.46013 -0.11 -0.04 -0.32
O -5.59553 2.44278 -3.83508 -0.68 0.38 0.06
H -7.03652 0.99652 -4.17806 -0.07 0.16 0.10
O 4.94960 -5.12429 2.27700 0.32 -0.43 0.62
C 5.69410 -4.03998 1.71711 -0.44 -0.53 -0.57
C -5.95943 1.14091 -4.28103 0.39 -0.27 0.53
H 6.04564 -0.90103 -0.40253 -0.11 -0.22 -0.15
C -2.76941 2.63702 4.55855 -0.15 -1.08 0.51
H -3.44448 -2.38369 -5.05047 -0.19 0.10 -0.46
C -5.16680 0.15983 -3.38529 0.24 -0.47 -0.94
H 5.39208 -3.80634 -1.79116 -0.07 0.78 0.09
H 1.88153 3.28466 -2.81007 0.11 -0.01 0.50
O -1.79814 -1.14068 -5.15908 -0.36 0.30 -0.33
C -0.06590 5.72681 -1.28714 0.34 -0.33 -0.64
O 3.72176 2.53570 2.71342 0.68 -0.63 0.04
H -4.62405 -3.27032 3.56493 -0.03 -0.27 0.18
C 4.04093 3.91142 2.48942 -0.85 -0.48 -0.56
H 3.19389 -2.58443 3.14420 -0.22 -0.05 -0.05
C -1.47934 -2.38799 3.71375 -0.28 0.26 0.94
H 4.46658 -2.55033 0.60074 -0.07 -0.46 -0.13
H 4.58365 -0.40411 5.66120 0.02 -0.12 0.30
H -5.49701 4.07837 -0.31468 -0.06 -0.19 -0.07
H 3.19656 0.16896 6.64198 0.12 0.43 -0.28
H -6.54396 -4.82112 -2.13055 -0.21 -0.06 0.10
C -0.23018 5.52143 -2.80482 -0.02 0.95 0.20
C -2.40883 -2.40894 -5.40639 0.46 -0.22 1.18
H -2.76439 -2.09823 2.01329 -0.04 -0.04 -0.01
H 0.29649 1.03076 -1.30661 -0.31 -0.17 -0.11
C -0.61171 4.37917 -0.83498 0.68 -0.10 0.38
H -1.42508 4.34914 4.25308 -0.15 -0.14 0.31
H -2.32632 -2.65390 -6.46059 -0.15 0.05 -0.07
C 3.50373 -0.45344 5.80056 0.10 -0.35 -0.31
C -2.83721 -2.20081 3.09568 0.12 -0.15 -1.00
H 1.71330 0.52466 -2.85741 0.02 -0.09 -0.10
C 0.54553 -1.31621 1.06397 -0.70 0.51 0.24
H 3.47310 0.27733 -4.44542 0.08 -0.09 -0.39
H 3.28172 -0.40685 3.58237 0.17 -0.14 0.10
H 0.01312 -1.25097 -4.26266 0.11 0.47 0.31
C -5.50098 3.89490 1.86547 -0.31 0.94 0.92
H -5.05302 0.84618 0.77358 -0.37 -0.05 0.18
H 2.64523 -3.45238 1.70908 -0.16 -0.44 0.24
H 6.00635 -4.47968 0.76892 0.17 0.52 -0.22
H -5.73814 -0.75487 -3.21842 -0.11 0.15 0.44
H 4.40645 -0.56700 -1.04746 0.18 -0.56 -0.38
C 2.61832 0.83227 -4.83991 0.01 0.14 0.05
H 5.08769 4.10462 2.70872 -0.05 -0.12 0.41
H 3.51156 -2.63696 5.60259 -0.06 0.14 -0.27
H 5.09477 -4.31312 -3.42932 -0.05 0.11 -0.13
H -2.63428 4.76423 -1.32205 -0.41 -0.40 -0.11
H -6.08412 2.21165 3.07651 0.13 -0.02 -0.01
H -0.11594 3.26159 2.78757 0.11 -0.26 0.05
C 3.07135 2.16261 -5.44325 0.32 -0.77 0.84
H -5.70969 1.01639 -5.33568 0.08 0.06 -0.04
H 4.63373 3.78186 0.44664 0.04 0.10 -0.01
H 2.88138 1.09102 1.40687 0.42 -0.02 0.36
C 1.14788 -0.60021 -0.10064 0.44 0.64 -1.32
C 3.91519 -4.64101 3.10403 -0.74 0.55 -0.64
C -1.07958 2.74718 2.86636 0.59 0.85 0.05
H -4.76663 -2.84535 -2.85903 -0.07 0.14 0.10
C -1.39578 -2.47737 -3.27631 -0.02 0.07 0.78
C 6.69527 1.79599 -0.99405 -0.31 -0.17 -0.55
H -2.27590 -2.37334 -2.63292 -0.16 -0.01 -0.29
C -4.50153 -2.69830 -0.67099 0.73 0.60 0.05
C -5.96635 2.47073 2.02174 -0.31 -0.92 0.37
H -6.98611 -3.07583 -2.00622 -0.37 -0.25 0.04
H -4.09022 1.37294 2.14769 0.15 0.18 -0.05
C 2.61646 3.16107 0.69788 -0.11 -0.84 -0.47
H -0.73274 0.63164 3.01109 -0.33 -0.38 0.32
H -3.90950 0.66303 -1.60305 0.14 -0.04 -0.20
H -5.62573 0.99387 -1.48285 0.04 0.24 0.10
H -1.71907 -0.31147 -0.80536 -0.13 0.06 0.12
H -3.31971 -1.29782 3.47150 0.06 -0.05 0.23
H 4.05964 2.00830 -5.87671 -0.05 0.42 -0.30
C -3.55202 -3.47848 3.52810 -0.79 1.03 0.39
H -2.48526 2.64871 5.61847 -0.15 0.70 -0.04
C -2.03242 3.64324 3.68364 0.43 0.23 -0.16
H 5.08396 -1.94947 2.06974 0.33 -0.19 0.12
C -4.87493 -3.41414 -1.93526 -0.34 -1.26 -0.65
H 3.08083 -5.34259 3.13029 0.24 -0.33 -0.15
C -1.81499 4.17805 -1.74520 0.60 0.70 1.12
C 4.71123 -2.87087 1.61418 -0.14 0.60 0.42
C 1.79639 1.27931 -3.64119 -0.34 -0.02 0.06
H -1.72654 0.70647 0.68451 -0.18 -0.01 -0.26
H 1.31196 -4.10781 -2.85173 -0.01 0.13 -0.03
C 1.50894 -1.71832 5.51358 -0.27 0.24 0.60
C 3.46824 -3.34570 2.41337 0.35 0.71 -0.02
H 0.72563 -2.38816 1.10554 0.15 0.04 0.08
H 0.14570 3.62159 -1.07235 -0.04 0.01 -0.13
H 3.30888 2.24197 -2.40361 0.12 0.16 -0.01
H -0.73766 -3.73017 -4.93582 0.08 0.09 0.06
C -6.31951 -3.86949 -1.65533 0.89 1.12 0.17
H -6.24782 4.65977 2.09265 -0.22 -0.12 -0.55
O 1.49437 -0.59523 4.62706 -0.38 -0.29 -0.45
H 7.60457 1.69429 -0.39676 -0.21 0.13 0.30
H -3.63381 2.38866 -3.34440 0.13 -0.12 0.17
H 3.46145 -5.58396 -2.20984 -0.03 0.04 0.09
H -0.33853 6.46287 -3.34823 -0.01 -0.04 0.01
H -1.41452 2.62086 1.83502 -0.29 -0.33 0.13
H 2.07632 0.25205 -5.58728 -0.01 -0.23 0.23
H 6.60027 -3.77855 2.26931 -0.14 -0.14 0.37
C -1.03668 -1.16950 -3.94756 0.30 -0.52 -0.83
H 0.82396 -0.82137 2.00377 0.17 -0.31 0.10
O 4.17462 -2.50965 -2.98858 1.10 0.96 0.14
H 3.15094 -4.24127 -1.10526 -0.36 0.11 -0.06
H -2.03590 3.11305 -1.79283 -0.35 0.09 -0.54
C 2.77920 -2.47715 -3.17600 -0.91 -0.32 0.16
H -4.59935 3.24219 -2.19478 -0.52 -0.09 0.17


Entry 2:
38
Properties=species:S:1:pos:R:3:forces:R:3 method="wB97M-V/def2-TZVPD" mol_weight_da=490.342 total_energy_ha=-1350.938514 spin_multiplicity=2 lumo_ev="-8.1 / -8.0" total_charge=+2 orbital_gap_ev="6.48 / 6.59" homo_ev="-14.6 / -14.6" largest_force_ev_per_a=0.89
H -0.42262 4.68044 -0.26877 0.00 0.02 0.03
C -1.51723 -0.27640 5.01868 0.01 0.04 0.02
C 1.88493 -4.25007 0.42322 -0.03 -0.15 -0.05
N 0.09860 1.53203 0.50448 0.38 -0.66 -0.27
C -0.45315 1.31464 2.90412 0.16 -0.18 -0.04
C 0.09867 2.54398 -0.38076 -0.21 0.19 0.22
C -0.70723 -4.60480 -0.45311 0.05 0.00 0.02
C 1.51168 -5.46899 -0.08673 -0.08 0.01 -0.01
N 0.97412 -3.26404 0.48221 -0.15 -0.50 -0.26
H -0.10515 -6.60095 -0.93980 -0.01 0.00 0.00
H 0.57901 -0.69776 4.78540 0.01 0.00 -0.02
C -3.89539 -0.06451 5.32395 0.00 -0.01 -0.02
C -0.32818 3.72898 0.22796 0.11 -0.02 -0.10
H -0.93260 4.12268 2.32747 -0.01 0.03 -0.03
H -0.81060 1.77702 3.82121 -0.04 0.03 -0.03
H -2.98862 -1.17834 3.73261 -0.01 0.00 0.00
O 1.39205 -2.07606 0.98028 -0.06 0.89 0.07
H -0.48298 -1.81995 3.93103 0.01 0.00 -0.01
H 0.38244 2.38738 -1.41013 0.01 -0.01 0.00
C 0.20266 -5.64763 -0.53193 0.06 0.04 0.03
C -0.59310 3.44624 1.55820 0.00 -0.21 -0.06
S -1.36217 -1.98999 0.25627 0.22 -0.03 -0.01
H -0.29391 0.69724 6.49537 0.00 0.00 -0.01
C -1.30411 0.49541 6.15649 0.00 -0.01 0.00
C -0.30217 -3.38850 0.06983 0.02 -0.04 -0.01
N -0.16276 -0.01143 2.94370 -0.06 0.20 -0.11
C -2.38521 0.98449 6.87817 -0.01 0.00 -0.01
H 2.86997 -4.00713 0.79311 -0.01 0.05 0.00
Ta 0.23178 -0.45523 1.05288 -0.27 0.06 0.40
H -1.72834 -4.71590 -0.78969 0.00 -0.01 0.00
H -4.90458 -0.29374 5.00978 0.00 0.00 0.00
H -4.52046 1.08236 7.02455 0.00 0.00 0.00
C -2.81805 -0.55699 4.60589 0.00 0.00 0.00
C -0.35048 -0.77802 4.22155 0.00 -0.06 0.01
C -3.67803 0.70720 6.45951 0.01 0.01 0.01
H 2.24051 -6.26469 -0.13228 -0.01 0.00 -0.01
C -0.33055 2.07737 1.75148 -0.12 0.31 0.23
H -2.21593 1.57229 7.76998 0.00 0.00 0.00


The records above yield energy relative to the best compared isomer or geometry (same formula, charge and spin) values of 9.0, 0.0 kcal/mol, respectively.